Run w
Computed, not measured: an isolated molecule of C3H8N2O, with the ωB97M-V functional and the def2-TZVPD basis.

Calculated values
Kohn-Sham gap in hartree: 0.2691
E_HOMO in eV: -6.9

Cartesian coordinates (Å):
H 2.80210 -1.00360 -0.20164
H -1.30754 -0.90343 1.17532
H -2.05104 -1.06034 -0.28002
H 2.78230 0.73669 0.19846
O -0.22838 -0.26219 -1.69081
N 0.90854 -0.21334 0.29409
H -1.55998 1.54293 0.95662
H 0.82997 -0.27342 1.29730
C 2.23106 -0.07164 -0.29113
C -2.31161 0.84966 0.53843
H 2.10362 0.16635 -1.34888
C -0.19474 -0.30814 -0.48375
H -2.49184 1.20200 -0.49146
N -1.45006 -0.45006 0.27315

Population analysis type Mulliken, resulting atomic charges in e: 0.28, 0.35, 0.34, 0.30, -0.58, -0.17, 0.14, 0.21, -0.79, -0.83, 0.31, 0.46, 0.20, -0.23



Run x
Computed, not measured: a structure of composition C3H8N2O, with the ωB97M-V functional and the def2-TZVPD basis.

Calculated values
Kohn-Sham gap (alpha / beta) in hartree: 0.2577 / 0.2577
E_HOMO (alpha / beta) in eV: -6.5 / -6.5

Cartesian coordinates (Å):
H 1.52209 1.84057 -0.49311
H 1.34761 0.19298 -2.23780
H -0.73175 -1.76121 1.67357
C 0.47559 0.27072 -1.59753
O -1.23342 -1.71122 0.83997
H -0.08351 -0.66098 -1.54947
H -0.25296 2.05937 -0.38147
H 1.34570 -1.24001 1.47261
N -1.25477 -0.33809 0.53212
N 1.35907 -0.23956 1.28414
H -2.11269 0.04549 0.94278
H -1.48692 0.01178 -0.41659
C 0.56130 1.33080 -0.49245
C 0.54465 0.19936 0.42325

Population analysis type Mulliken, resulting atomic charges in e: 0.29, 0.25, 0.32, -1.04, -0.36, 0.37, 0.16, 0.21, -0.39, -0.76, 0.28, 0.31, -0.37, 0.72



Verdict on stability: run x comes out at the bottom.



Run w
Computed, not measured: a cluster of 2 separate species, C3H8N2O in total, with the ωB97M-V functional and the def2-TZVPD basis.

Calculated values
Kohn-Sham gap in hartree: 0.3243
SMILES: C/N=N/C.C=O
E_HOMO in eV: -9.4

Cartesian coordinates (Å):
C -1.10924 1.55785 -0.29120
H 0.59353 -2.46821 -0.38553
H 2.01637 -0.60968 0.49629
H -0.22007 1.99164 -0.76639
H -1.86421 1.38091 -1.06284
C 1.62241 0.38560 0.24886
H -1.52438 2.24390 0.44811
H -1.17081 -2.32655 -0.43457
O 2.21525 1.22022 -0.42509
H -0.30182 -2.02083 1.08628
N -0.81240 0.28644 0.36111
H 0.93810 0.76857 1.14159
N -0.12209 -0.50446 -0.41340
C -0.26065 -1.90539 -0.00321

Population analysis type Mulliken, resulting atomic charges in e: -0.57, 0.33, 0.27, 0.29, 0.29, -0.11, 0.26, 0.31, -0.49, 0.34, -0.38, 0.27, -0.03, -0.77



Run x
Computed, not measured: an isolated molecule of C3H8N2O, with the ωB97M-V functional and the def2-TZVPD basis.

Calculated values
Kohn-Sham gap in hartree: 0.3808
SMILES: [H]/N=C(/C)NCO
E_HOMO in eV: -9.4

Cartesian coordinates (Å):
O 0.68810 1.31226 -0.55549
H -0.94689 1.96807 0.74451
H -1.43142 1.98091 -1.03439
N 0.53628 -0.45278 1.68162
H 0.19085 0.36753 2.16870
H 1.61109 -2.08563 -0.03208
C 0.68769 -1.65068 -0.41988
H 1.29691 1.57819 0.15096
C 0.26172 -0.51343 0.45494
H -1.46379 -0.29632 -1.00710
H 0.85649 -1.31263 -1.44058
C -0.98905 1.43332 -0.20284
N -1.22393 0.10401 -0.10418
H -0.07405 -2.43284 -0.40419

Population analysis type Mulliken, resulting atomic charges in e: -0.66, 0.22, 0.27, -0.67, 0.23, 0.35, -1.20, 0.33, 0.85, 0.30, 0.33, -0.19, -0.46, 0.30



Run y
Computed, not measured: an isolated molecule of C3H8N2O, with the ωB97M-V functional and the def2-TZVPD basis.

Calculated values
Kohn-Sham gap in hartree: 0.3402
SMILES: C=C[C@@H]([O-])[NH2+]N
E_HOMO in eV: -8.4

Cartesian coordinates (Å):
H -0.04446 0.08606 -0.91909
C -0.40043 -2.17130 0.13721
N -0.97496 1.85663 0.46772
H -1.85528 2.07474 0.01417
N -0.12065 1.17779 -0.44859
O 2.24229 0.41141 0.32638
H -1.09850 -1.81094 0.88782
H 0.55514 0.06490 1.44707
C 0.50212 -1.34634 -0.39829
C 1.06599 0.14864 0.47535
H -0.53584 2.71947 0.77711
H -0.61178 -3.15786 -0.26258
H 1.18117 -1.69713 -1.17283
H 0.09521 1.64394 -1.33145

Population analysis type Mulliken, resulting atomic charges in e: 0.35, -0.57, -0.56, 0.24, -0.19, -0.61, 0.24, 0.38, -0.46, 0.00, 0.25, 0.29, 0.36, 0.29



Run z
Computed, not measured: an isolated molecule of C3H8N2O, with the ωB97M-V functional and the def2-TZVPD basis.

Calculated values
Kohn-Sham gap in hartree: 0.3937
SMILES: CCC/N=[NH+]\[O-]
E_HOMO in eV: -9.7

Cartesian coordinates (Å):
H -1.44630 0.17496 -0.97110
N 2.17078 -0.83086 -0.52317
C -1.33363 0.49729 0.07698
H -2.19572 0.05931 0.58049
H 0.31325 0.40736 1.32669
H -1.28246 1.62248 0.13368
H 4.04449 -0.59916 -0.06687
C 0.78934 -0.27437 -0.65700
H -0.19096 -1.20621 0.80213
N 3.08376 -0.22636 0.04618
C -0.09632 -0.17840 0.57779
H 0.23714 -1.04182 -1.33104
H 0.91318 0.71027 -1.33785
O 2.89028 0.87432 0.51843

Population analysis type Mulliken, resulting atomic charges in e: 0.32, -0.51, -1.04, 0.32, 0.38, 0.28, 0.27, -0.54, 0.32, 0.46, -0.32, 0.35, 0.29, -0.57



Verdict on stability: run y comes out at the bottom.



Run w
Computed, not measured: a cluster of 2 separate species, C3H8N2O in total, with the ωB97M-V functional and the def2-TZVPD basis.

Calculated values
Kohn-Sham gap in hartree: 0.3424
SMILES: [H]/N=C/N.C=CO
E_HOMO in eV: -8.4

Cartesian coordinates (Å):
H 0.52492 2.25384 1.44130
C -2.50324 -0.93949 -0.20128
O -0.28705 -1.03596 0.55422
H -3.01004 -0.86490 0.75400
H -3.27038 -0.89775 -1.04540
H 2.51186 -0.18677 -1.20887
H -0.22906 0.79880 0.87406
H 0.66449 -0.99670 0.24635
C -1.15486 -0.93800 -0.47652
C 1.54854 1.24358 -0.14671
H -0.75984 -0.91223 -1.47408
H 2.19212 2.13873 -0.44426
N 0.53179 1.54084 0.73852
N 1.80102 -0.00396 -0.54278

Population analysis type Mulliken, resulting atomic charges in e: 0.20, -0.70, -0.66, 0.26, 0.21, 0.17, 0.26, 0.41, 0.07, 0.09, 0.34, 0.31, -0.34, -0.61



Run x
Computed, not measured: an isolated molecule of C3H8N2O, with the ωB97M-V functional and the def2-TZVPD basis.

Calculated values
Kohn-Sham gap in hartree: 0.3500
SMILES: CN(C)C(N)=O
E_HOMO in eV: -8.8

Cartesian coordinates (Å):
H -2.07981 -0.96183 1.22781
H -2.20934 -1.21953 -0.52194
H -1.10376 -2.19933 0.43962
H 2.36745 0.63628 0.53311
N 1.70642 0.41418 -0.18389
C -0.21233 1.53206 -0.23353
N -0.37868 -0.21625 0.07543
H 2.10772 0.35714 -1.10522
C -1.50532 -1.17452 0.31596
H 0.54650 2.14930 -0.79295
H -1.13057 1.64488 -0.77043
C 0.87145 -0.71286 0.10958
H -0.19715 1.94493 0.77246
O 1.28366 -1.84254 0.32076

Population analysis type Mulliken, resulting atomic charges in e: 0.30, 0.29, 0.31, 0.20, -0.42, -0.60, -0.03, 0.24, -0.92, 0.27, 0.32, 0.39, 0.28, -0.63



Run y
Computed, not measured: a cluster of 2 separate species, C3H8N2O in total, with the ωB97M-V functional and the def2-TZVPD basis.

Calculated values
Kohn-Sham gap in hartree: 0.3684
SMILES: [H]/N=C/N.C=CO
E_HOMO in eV: -9.4

Cartesian coordinates (Å):
N -2.79063 0.64112 0.08412
C 1.61024 -1.52717 -0.11897
C 1.99152 -2.26932 -1.06356
O 2.05577 -0.14549 -0.24522
H -2.64281 0.14034 -0.78254
H 0.79659 -1.72709 0.60944
C -1.67215 1.53757 0.17724
N -1.12565 1.81325 1.35067
H -0.19384 2.05761 0.94861
H 2.76227 -1.96290 -1.76246
H -1.32169 1.82943 -0.84239
H -2.78259 -0.09596 0.74754
H 1.26408 -2.93464 -1.42061
H 1.50819 0.22998 0.45241

Population analysis type Mulliken, resulting atomic charges in e: -0.59, 0.07, -0.64, -0.49, 0.27, 0.26, 0.15, -0.63, 0.25, 0.27, 0.29, 0.27, 0.24, 0.29



Verdict on stability: run y comes out at the bottom.



Run w
Computed, not measured: the ion C8H13N2 with charge +1, with the ωB97M-V functional and the def2-TZVPD basis.

Calculated values
Kohn-Sham gap (alpha / beta) in hartree: 0.2567 / 0.2487
Charge: +1
SMILES: CC1=[N+]=NC(C)=C1C(C)C
E_HOMO (alpha / beta) in eV: -14.5 / -14.4

Cartesian coordinates (Å):
H 3.13167 0.17355 1.22663
H 2.36081 -0.86641 2.36714
C -2.58342 1.43480 0.44748
C -0.07395 0.20367 0.23951
H -1.13454 -0.04725 -1.55137
C 0.98258 0.28204 1.25035
N -0.66148 1.48537 2.05874
C 0.88091 0.22515 -1.91357
H 1.02165 1.25496 -1.72769
H 0.69099 0.06840 -2.94037
H -0.48099 -2.34575 -1.79268
H 2.34689 -1.11426 0.45728
H -1.09006 -2.18133 -0.02035
C -1.23597 1.12859 1.00127
C -0.30573 -1.88107 -0.76797
H -2.67919 1.95746 -0.60037
C -0.26826 -0.35062 -1.00782
H -3.07950 2.11456 1.24380
C 2.21602 -0.44480 1.34669
H 1.79542 -0.32065 -1.68602
H -3.04753 0.42224 0.57146
H 0.57195 -2.35807 -0.32567
N 0.64169 1.15942 2.12351

Population analysis type Mulliken, resulting atomic charges in e: 0.34, 0.35, -1.11, 0.93, 0.49, 0.31, -0.50, -1.49, 0.46, 0.44, 0.38, 0.25, 0.42, 0.30, -1.37, 0.33, 0.52, 0.34, -1.23, 0.35, 0.33, 0.36, -0.20



Run x
Computed, not measured: the ion C8H13N2 with charge +1, with the ωB97M-V functional and the def2-TZVPD basis.

Calculated values
Kohn-Sham gap in hartree: 0.3652
Charge: +1
SMILES: CCc1c/c1=N/[C@@H]1C[N@H+]1C
E_HOMO in eV: -12.5

Cartesian coordinates (Å):
H 3.85636 -0.33726 0.60702
H -0.75755 -0.29618 0.97936
H -2.18547 -1.25197 -1.36120
C 1.13922 1.58130 0.02223
C 2.12031 -1.85786 0.22900
H 3.40996 -0.80372 -1.18472
C 2.48994 2.04331 0.12845
H 1.77925 -1.66360 1.32996
C -1.85544 -0.18430 -1.17927
N -2.48053 0.73876 -0.15852
C 2.32956 0.74752 -0.02471
C -1.09829 0.27439 -0.00978
H -2.52303 1.76146 -0.24129
H -1.74152 0.32464 -2.18625
H -3.20422 -1.05414 0.74299
N -0.09792 1.71114 -0.12528
C -3.41091 -0.04821 0.63237
H -4.34331 0.12179 0.29285
H 1.34923 -1.93923 -0.49977
H 3.06925 2.92307 0.30838
C 2.93851 -0.53415 -0.11878
H 2.75365 -2.61689 0.08757
H -3.53706 0.36011 1.72937

Population analysis type Mulliken, resulting atomic charges in e: 0.28, 0.27, 0.22, 0.57, -1.05, 0.26, -0.79, 0.25, -0.37, -0.02, 0.24, 0.14, 0.38, 0.27, 0.38, -0.59, -0.99, 0.43, 0.26, 0.35, -0.25, 0.44, 0.32



Verdict on stability: run x comes out at the bottom.